1.
C2H7N3O | ωB97M-V with the def2-TZVPD basis set

The SMILES is CN/N=C\NO. The relative energy (zero: lowest compared OMol25 entry of this formula, charge and spin) is 102.3 kcal per mole. The value obtained for the HOMO energy is -8.51 eV.

```
! RIJCOSX wB97M-V def2-TZVPD def2/J DEFGRID3
* xyz 0 1
C 0.374 0.829 -1.576
C 0.206 -1.218 0.835
H 0.685 0.146 -2.413
H 1.345 0.890 -0.916
H -0.103 1.834 -1.910
H -1.351 -0.045 -1.452
H 0.632 -2.210 1.157
H 0.210 -0.683 2.858
H -0.690 0.961 0.845
N -0.626 0.178 -0.729
N -0.035 -1.108 -0.411
N -0.181 -0.462 1.910
O -0.465 0.889 1.802
*
```

---

2.
C28H62N11Ti | ωB97M-V with the def2-TZVPD basis set

The relative energy (zero: lowest compared OMol25 entry of this formula, charge and spin) is 12.5 kcal per mole. The value obtained for the HOMO energy (alpha / beta) is -12.93 / -12.93 eV.

```
! RIJCOSX wB97M-V def2-TZVPD def2/J DEFGRID3
* xyz 2 2
Ti -0.157 -0.535 0.239
N -0.312 1.611 1.383
C -1.130 1.615 2.597
C -2.072 0.417 2.548
N -1.379 -0.793 2.088
C -2.343 -1.883 1.920
C -3.102 -1.684 0.598
N -2.160 -1.226 -0.441
H -0.905 1.861 0.573
H 0.401 2.330 1.474
H -0.484 1.558 3.480
H -1.726 2.531 2.702
H -2.518 0.261 3.541
H -2.873 0.639 1.841
H -0.704 -1.062 2.813
H -1.801 -2.829 1.895
H -3.055 -1.927 2.757
H -3.583 -2.629 0.315
H -3.896 -0.942 0.722
H -1.988 -1.994 -1.092
H -2.594 -0.474 -0.975
C 3.040 -1.493 -2.169
N 3.053 -0.561 -1.046
C 4.324 -0.551 -0.342
C 2.293 0.585 -1.173
N 0.965 0.455 -1.254
C 0.416 1.353 -2.204
C 1.178 1.623 -3.351
C 0.822 2.582 -4.275
C -0.327 3.327 -4.063
C -1.148 3.002 -3.005
C -0.840 1.976 -2.104
N -1.780 1.631 -1.122
C -3.040 1.630 -1.509
N -4.019 1.777 -0.568
C -3.918 2.790 0.459
C -5.348 1.233 -0.752
N -3.464 1.333 -2.777
C -4.483 2.124 -3.444
C -2.707 0.500 -3.685
N 2.944 1.785 -1.158
C 4.164 2.012 -1.919
C 2.293 3.023 -0.790
H 2.062 -1.488 -2.646
H 3.796 -1.208 -2.912
H 3.271 -2.500 -1.823
H 4.414 -1.481 0.228
H 4.381 0.297 0.339
H 5.182 -0.504 -1.016
H 2.076 1.046 -3.511
H 1.437 2.748 -5.144
H -0.594 4.130 -4.728
H -2.061 3.557 -2.851
H -2.879 3.088 0.571
H -4.305 2.406 1.404
H -4.507 3.675 0.192
H -6.080 1.983 -1.058
H -5.683 0.813 0.198
H -5.327 0.440 -1.495
H -4.867 2.899 -2.785
H -5.312 1.497 -3.781
H -4.041 2.612 -4.320
H -1.965 -0.090 -3.148
H -2.192 1.089 -4.450
H -3.407 -0.173 -4.184
H 4.516 1.099 -2.388
H 4.950 2.418 -1.281
H 3.957 2.739 -2.710
H 1.406 2.822 -0.196
H 2.000 3.608 -1.667
H 2.998 3.619 -0.207
C 3.555 0.184 3.826
C 2.489 -0.916 3.914
C 1.872 -0.966 5.315
C 3.121 -2.269 3.593
N 1.348 -0.634 3.008
N 1.614 -0.664 1.599
H 4.243 0.106 4.662
H 3.105 1.176 3.860
H 4.145 0.096 2.914
H 2.638 -1.164 6.057
H 1.133 -1.761 5.373
H 1.390 -0.025 5.569
H 3.895 -2.472 4.329
H 3.597 -2.280 2.612
H 2.386 -3.068 3.648
H 1.041 0.312 3.238
H 1.916 -1.621 1.382
H 2.395 -0.037 1.357
C 0.284 -4.944 -0.859
C -0.084 -3.791 0.085
C 0.558 -4.055 1.451
C 0.394 -2.451 -0.498
H 0.006 -5.901 -0.425
H 1.355 -4.954 -1.051
H -0.234 -4.843 -1.810
H -1.179 -3.810 0.190
H 0.157 -4.969 1.884
H 1.633 -4.193 1.336
H 0.381 -3.233 2.149
H 0.098 -2.443 -1.562
H 1.485 -2.530 -0.507
*
```

---

3.
C15H11Cl2CoLuNO3S | ωB97M-V with the def2-TZVPD basis set

The relative energy (zero: lowest compared OMol25 entry of this formula, charge and spin) is 39.4 kcal per mole. The value obtained for the HOMO energy (alpha / beta) is -21.01 / -20.67 eV.

```
! RIJCOSX wB97M-V def2-TZVPD def2/J DEFGRID3
* xyz 4 5
Lu 4.770 1.475 -2.011
Co 2.551 0.171 -1.385
Cl 3.321 -0.097 -3.361
Cl 3.973 2.449 0.014
C 3.235 -0.435 0.078
C 6.005 2.908 -3.589
C 6.991 2.451 -1.966
O 3.193 -0.684 1.217
O 6.534 3.486 -4.465
O 7.962 3.024 -1.666
N 0.690 0.178 -0.974
S -0.233 -1.094 -0.405
C -0.509 -1.041 1.396
C -0.513 0.137 2.124
C -0.887 0.116 3.474
C -1.304 -1.076 4.075
C -1.353 -2.255 3.317
C -0.943 -2.238 1.980
C -1.914 -0.613 -0.860
C -2.806 -1.651 -1.169
C -4.143 -1.356 -1.457
C -4.592 -0.026 -1.423
C -3.718 0.993 -1.025
C -2.376 0.693 -0.722
H 0.056 0.932 -1.240
H -0.243 1.054 1.608
H -0.843 1.045 4.042
H -1.573 -1.096 5.137
H -1.701 -3.193 3.754
H -0.982 -3.127 1.353
H -2.425 -2.671 -1.152
H -4.833 -2.161 -1.713
H -5.621 0.216 -1.700
H -4.069 2.024 -0.943
H -1.702 1.461 -0.345
*
```

---

4.
C8H11N3PS | ωB97M-V with the def2-TZVPD basis set

The relative energy (zero: lowest compared OMol25 entry of this formula, charge and spin) is 0.0 kcal per mole. The value obtained for the HOMO energy is -12.99 eV.

```
! RIJCOSX wB97M-V def2-TZVPD def2/J DEFGRID3
* xyz 1 1
N 4.074 -0.673 1.185
P 3.783 -0.259 -0.279
C 2.046 0.374 -0.451
N 1.628 1.406 0.204
C 0.248 1.840 0.014
C -0.506 0.901 -0.942
C -1.573 0.041 -0.276
C -1.930 -1.197 -0.800
C -2.891 -1.938 -0.145
C -3.460 -1.418 1.010
N -3.160 -0.231 1.513
C -2.233 0.467 0.867
S 0.864 -0.317 -1.431
H 4.320 -1.650 1.267
H 4.544 0.851 -0.681
H 3.898 -1.254 -1.261
H 2.208 1.953 0.826
H -0.181 1.998 0.994
H 0.304 2.830 -0.439
H -0.808 1.373 -1.860
H -1.473 -1.592 -1.692
H -3.190 -2.908 -0.495
H -4.196 -2.002 1.535
H -2.001 1.436 1.277
*
```

---

5.
C53H45BrF4NO3P2RuSe | ωB97M-V with the def2-TZVPD basis set

The relative energy (zero: lowest compared OMol25 entry of this formula, charge and spin) is 0.0 kcal per mole. The value obtained for the HOMO energy (alpha / beta) is -7.17 / -7.13 eV.

```
! RIJCOSX wB97M-V def2-TZVPD def2/J DEFGRID3
* xyz 0 2
Ru -0.269 0.757 -0.522
F 2.448 0.955 6.956
C 1.755 0.856 5.826
C 0.521 0.259 5.819
F 0.006 -0.212 6.953
C -0.193 0.167 4.637
F -1.415 -0.357 4.769
C 0.292 0.614 3.409
P -0.776 0.381 1.874
C -1.973 1.693 2.380
C -3.022 1.477 3.272
C -3.848 2.529 3.650
C -3.617 3.806 3.161
C -2.561 4.028 2.286
C -1.746 2.978 1.894
C -1.619 -1.177 2.257
C -2.931 -1.340 1.834
C -3.616 -2.513 2.129
C -2.991 -3.523 2.848
C -1.669 -3.371 3.248
C -0.980 -2.208 2.937
C 1.546 1.245 3.464
Br 2.390 2.027 1.999
C 2.250 1.367 4.649
F 3.433 1.983 4.694
H -3.214 0.489 3.665
H -4.669 2.346 4.332
H -4.261 4.626 3.457
H -2.380 5.022 1.892
H -0.941 3.152 1.191
H -3.424 -0.555 1.283
H -4.641 -2.625 1.801
H -3.531 -4.428 3.097
H -1.168 -4.165 3.789
H 0.055 -2.101 3.244
N -0.289 0.658 -2.804
C 0.879 0.765 -3.599
C 0.817 1.251 -4.903
C 1.974 1.381 -5.651
C 3.208 1.044 -5.102
C 3.269 0.604 -3.792
C 2.104 0.461 -3.036
P 2.092 0.127 -1.265
C 3.646 0.935 -0.743
C 4.854 0.268 -0.569
C 6.016 0.993 -0.318
C 5.980 2.379 -0.248
C 4.772 3.049 -0.404
C 3.614 2.327 -0.641
C 2.535 -1.621 -1.065
C 2.630 -2.106 0.241
C 3.078 -3.392 0.475
C 3.421 -4.216 -0.597
C 3.302 -3.750 -1.893
C 2.863 -2.446 -2.128
H -0.597 -0.319 -2.619
H -1.089 1.149 -3.187
H -0.145 1.518 -5.325
H 1.915 1.755 -6.666
H 4.115 1.148 -5.682
H 4.232 0.397 -3.339
H 4.899 -0.812 -0.627
H 6.954 0.468 -0.185
H 6.892 2.937 -0.070
H 4.734 4.130 -0.341
H 2.664 2.840 -0.749
H 2.354 -1.463 1.072
H 3.153 -3.763 1.490
H 3.769 -5.226 -0.415
H 3.552 -4.393 -2.728
H 2.785 -2.078 -3.144
C 0.523 4.930 -0.217
C 0.108 3.893 -1.253
C 1.080 3.945 -2.442
C -1.293 4.210 -1.758
O 0.133 2.619 -0.600
H 0.706 5.898 -0.692
H 1.437 4.606 0.287
H -0.255 5.054 0.541
H 0.784 4.714 -3.159
H 1.090 2.986 -2.953
H 2.100 4.173 -2.120
H -1.323 5.220 -2.176
H -2.018 4.143 -0.944
H -1.593 3.500 -2.529
Se -2.687 1.374 -1.002
C -4.121 0.098 -0.907
C -5.338 0.604 -0.455
C -6.460 -0.215 -0.383
C -6.380 -1.549 -0.759
C -5.169 -2.054 -1.213
C -4.045 -1.239 -1.290
H -5.401 1.643 -0.156
H -7.398 0.192 -0.023
H -7.255 -2.186 -0.702
H -5.094 -3.095 -1.513
H -3.117 -1.630 -1.667
O -0.926 -1.865 -2.442
C -0.553 -2.179 -1.309
O -0.292 -1.363 -0.338
C -0.351 -3.650 -1.064
C -0.308 -4.188 0.211
C -0.133 -5.555 0.394
C 0.030 -6.386 -0.706
C -0.001 -5.849 -1.989
C -0.198 -4.488 -2.167
H -0.419 -3.529 1.055
H -0.122 -5.970 1.395
H 0.189 -7.449 -0.565
H 0.121 -6.495 -2.850
H -0.243 -4.055 -3.158
*
```

---

6.
C10H13Cl2GeIrS5Sb | ωB97M-V with the def2-TZVPD basis set

The relative energy (zero: lowest compared OMol25 entry of this formula, charge and spin) is 0.0 kcal per mole. The value obtained for the HOMO energy (alpha / beta) is -0.82 / -1.48 eV.

```
! RIJCOSX wB97M-V def2-TZVPD def2/J DEFGRID3
* xyz -2 2
Ir -1.108 -1.737 0.086
Cl -1.939 0.221 1.156
C -2.381 1.309 -0.144
C -2.727 2.600 0.205
C -3.084 3.501 -0.785
C -3.089 3.077 -2.107
C -2.738 1.778 -2.421
Cl -2.779 1.323 -4.104
C -2.356 0.820 -1.459
S -1.952 -0.816 -1.889
H -2.712 2.889 1.248
H -3.352 4.519 -0.533
H -3.360 3.752 -2.908
S -1.243 -6.648 2.548
Sb 0.112 -4.790 2.378
S -1.361 -2.831 2.129
S 0.525 -3.184 -0.735
S 1.379 -4.328 4.250
C 2.281 -0.843 2.022
Ge 2.045 -0.371 0.149
C 1.446 1.503 0.017
C 3.779 -0.487 -0.780
C 0.720 -1.427 -0.781
H 2.952 -0.134 2.513
H 2.682 -1.850 2.132
H 1.315 -0.829 2.529
H 2.282 2.199 0.119
H 0.718 1.720 0.802
H 0.960 1.676 -0.946
H 4.510 0.178 -0.314
H 3.671 -0.207 -1.830
H 4.160 -1.509 -0.736
H 0.642 -1.073 -1.813
*
```

---

7.
C27H49BO16Si | ωB97M-V with the def2-TZVPD basis set

The SMILES is CCOCB(C)[Si](C)(C)C.C[C@@H]1COC(=O)O1.C[C@@H]1COC(=O)O1.C[C@@H]1COC(=O)O1.C[C@@H]1COC(=O)O1.C[C@@H]1COC(=O)O1. The value obtained for the HOMO energy is -8.95 eV.

```
! RIJCOSX wB97M-V def2-TZVPD def2/J DEFGRID3
* xyz 0 1
C 4.112 -1.763 -0.114
C 3.334 -0.786 -0.991
O 2.056 -0.546 -0.440
C 0.969 -0.775 -1.325
B -0.424 -0.367 -0.731
C -0.468 0.666 0.448
Si -2.052 -1.177 -1.610
C -2.247 -2.988 -1.111
C -3.651 -0.258 -1.166
C -1.782 -1.051 -3.469
H 4.745 -2.421 -0.714
H 3.402 -2.384 0.434
H 4.740 -1.252 0.618
H 3.244 -1.173 -2.012
H 3.860 0.177 -1.058
H 1.059 -0.134 -2.229
H 1.002 -1.806 -1.709
H 0.405 1.325 0.447
H -1.373 1.279 0.410
H -0.468 0.145 1.414
H -2.946 -3.079 -0.276
H -1.313 -3.487 -0.849
H -2.678 -3.526 -1.960
H -3.476 0.592 -0.500
H -4.134 0.118 -2.072
H -4.362 -0.923 -0.669
H -1.885 -0.007 -3.780
H -2.487 -1.662 -4.037
H -0.767 -1.353 -3.736
C -0.834 -8.154 0.237
C -2.025 -7.808 -0.619
C -2.322 -8.776 -1.750
O -2.877 -7.922 -2.754
C -2.429 -6.661 -2.537
O -2.580 -5.754 -3.287
O -1.789 -6.589 -1.347
H 0.079 -8.106 -0.357
H -0.740 -7.465 1.074
H -0.943 -9.164 0.633
H -2.918 -7.649 -0.007
H -3.043 -9.548 -1.497
H -1.408 -9.232 -2.140
C 3.618 4.157 -5.059
C 2.926 2.997 -4.394
C 3.677 1.682 -4.443
O 2.619 0.716 -4.469
C 1.516 1.316 -4.984
O 0.521 0.746 -5.296
O 1.709 2.649 -5.085
H 3.703 3.975 -6.131
H 3.067 5.083 -4.907
H 4.619 4.275 -4.640
H 2.651 3.241 -3.363
H 4.316 1.508 -3.583
H 4.264 1.591 -5.361
C -3.670 3.110 1.370
C -3.547 4.428 2.086
C -2.159 5.045 2.078
O -2.114 5.734 3.332
C -2.997 5.147 4.171
O -3.082 5.371 5.335
O -3.769 4.263 3.501
H -3.079 2.349 1.881
H -4.705 2.774 1.333
H -3.305 3.206 0.346
H -4.288 5.147 1.728
H -1.994 5.756 1.273
H -1.379 4.280 2.069
C -4.943 3.190 6.805
C -5.688 2.046 7.440
C -4.956 0.717 7.442
O -6.020 -0.233 7.339
C -7.083 0.382 6.763
O -8.060 -0.177 6.386
O -6.866 1.712 6.678
H -4.801 3.006 5.741
H -5.480 4.129 6.919
H -3.963 3.306 7.270
H -6.024 2.297 8.450
H -4.388 0.524 8.349
H -4.307 0.616 6.568
C 8.820 1.156 0.211
C 7.578 1.515 -0.561
C 7.311 0.677 -1.799
O 6.666 1.610 -2.671
C 7.032 2.863 -2.306
O 6.786 3.839 -2.937
O 7.698 2.834 -1.135
H 9.706 1.347 -0.395
H 8.894 1.739 1.127
H 8.796 0.098 0.477
H 6.698 1.529 0.087
H 6.653 -0.171 -1.629
H 8.239 0.341 -2.269
*
```

---

8.
C6H15N | ωB97M-V with the def2-TZVPD basis set

The SMILES is C=CC.CCNC. The relative energy (zero: lowest compared OMol25 entry of this formula, charge and spin) is 34.1 kcal per mole. The value obtained for the HOMO energy is -8.76 eV.

```
! RIJCOSX wB97M-V def2-TZVPD def2/J DEFGRID3
* xyz 0 1
C -2.700 -0.686 0.980
C -1.410 -0.214 1.617
N -0.862 0.933 0.912
C 0.162 1.613 1.695
H -3.031 -1.621 1.437
H -2.561 -0.867 -0.087
H -3.518 0.027 1.100
H -0.669 -1.018 1.588
H -1.573 -0.005 2.687
H -1.590 1.600 0.680
H 0.617 2.405 1.100
H -0.191 2.064 2.633
H 0.928 0.888 1.979
C 2.684 -0.389 -1.325
C 1.673 -0.173 -2.404
C 0.769 -1.078 -2.760
H 2.521 0.234 -0.444
H 2.687 -1.438 -1.034
H 3.690 -0.132 -1.667
H 1.665 0.768 -2.945
H 0.011 -0.891 -3.508
H 0.699 -2.023 -2.234
*
```

---

9.
C14H20N2O2 | ωB97M-V with the def2-TZVPD basis set

The SMILES is CN(CCCCC(=O)/C=N/O)Cc1ccccc1. The relative energy (zero: lowest compared OMol25 entry of this formula, charge and spin) is 76.8 kcal per mole. The value obtained for the HOMO energy is -8.52 eV.

```
! RIJCOSX wB97M-V def2-TZVPD def2/J DEFGRID3
* xyz 0 1
C 1.214 1.585 1.935
N 0.705 0.716 0.897
C -0.349 1.338 0.117
C -1.657 1.464 0.907
C -2.057 0.169 1.610
C -2.299 -0.981 0.638
C -2.913 -2.179 1.311
O -3.238 -2.215 2.474
C -3.118 -3.366 0.441
N -2.736 -3.339 -0.766
O -2.962 -4.479 -1.503
H -2.609 -4.286 -2.385
H -3.597 -4.232 0.896
H -2.971 -0.675 -0.168
H -1.365 -1.300 0.176
H -2.968 0.341 2.187
H -1.270 -0.121 2.306
H -1.563 2.254 1.653
H -2.443 1.767 0.211
H -0.531 0.707 -0.756
H -0.057 2.338 -0.250
C 1.765 0.135 0.079
C 2.558 1.137 -0.726
C 3.681 1.750 -0.183
C 4.371 2.719 -0.890
C 3.948 3.087 -2.156
C 2.837 2.476 -2.711
C 2.149 1.509 -2.001
H 1.287 1.032 -2.447
H 2.507 2.752 -3.702
H 4.485 3.844 -2.709
H 5.242 3.186 -0.453
H 4.024 1.461 0.801
H 1.299 -0.593 -0.592
H 2.432 -0.405 0.757
H 1.982 1.056 2.498
H 1.642 2.521 1.544
H 0.406 1.836 2.620
*
```

---

| no. | DFT total energy (eV) |
| --- | --- |
| 1 | -8701.8398 |
| 2 | -69537.0233 |
| 3 | -130445.8961 |
| 4 | -33060.3907 |
| 5 | -230743.8117 |
| 6 | -155697.8120 |
| 7 | -70109.2154 |
| 8 | -7954.2892 |
| 9 | -21915.8040 |